[1]
The following is a DFT calculation (ωB97M-V/def2-TZVPD) of a cluster of 11 separate species, C41H103NO22 in total.

```
167
Properties=species:S:1:pos:R:3:mulliken_charge:R:1
C -24.23 -6.42 20.31 -0.23
N -24.67 -7.76 20.84 0.91
O -24.08 -8.12 21.82 -0.51
O -25.46 -8.44 20.22 -0.57
H -24.87 -6.15 19.46 0.30
H -23.19 -6.45 20.01 0.17
H -24.39 -5.71 21.12 -0.01
C -26.73 -5.19 30.10 0.16
O -27.16 -6.46 29.72 -0.51
C -27.01 -6.69 28.38 0.30
C -28.19 -6.23 27.54 -0.10
O -28.25 -7.06 26.39 -0.41
C -29.30 -6.62 25.54 -0.34
H -27.40 -4.38 29.80 0.13
H -25.73 -4.93 29.76 -0.25
H -26.65 -5.05 31.18 0.13
H -26.85 -7.77 28.36 0.47
H -26.05 -6.36 27.98 -0.48
H -28.01 -5.20 27.21 0.02
H -29.08 -6.29 28.16 0.39
H -29.54 -7.31 24.73 0.28
H -28.96 -5.72 25.03 -0.05
H -30.23 -6.49 26.09 0.33
C -20.92 -1.62 24.61 -0.11
O -20.57 -2.59 23.65 -0.51
C -20.90 -3.99 23.90 2.01
C -20.38 -4.80 22.63 -1.41
O -21.19 -4.58 21.43 0.10
C -20.58 -5.15 20.28 -1.01
H -21.93 -1.73 25.00 -0.05
H -20.70 -0.62 24.26 0.47
H -20.31 -1.80 25.49 -0.24
H -21.97 -4.19 23.96 -0.39
H -20.32 -4.52 24.66 -0.60
H -20.35 -5.86 22.88 0.42
H -19.35 -4.49 22.45 0.48
H -19.55 -4.79 20.19 0.34
H -21.09 -4.74 19.41 0.23
H -20.59 -6.24 20.32 0.36
C -22.67 -10.53 25.99 -0.73
O -22.06 -9.87 27.06 -0.15
C -21.22 -10.63 27.94 -0.65
C -20.09 -11.48 27.26 -0.67
O -19.28 -10.74 26.41 -0.17
C -18.35 -11.38 25.67 -0.85
H -23.24 -11.40 26.29 0.37
H -21.96 -10.96 25.29 0.25
H -23.25 -9.85 25.36 0.20
H -21.80 -11.32 28.55 0.36
H -20.76 -9.91 28.61 0.29
H -20.55 -12.32 26.73 0.41
H -19.41 -11.92 27.99 0.47
H -18.82 -12.14 25.04 0.36
H -17.64 -11.96 26.26 0.33
H -17.85 -10.69 25.00 0.21
C -17.88 -5.13 25.79 -0.80
O -18.33 -6.15 24.95 -0.21
C -18.03 -7.48 25.41 -0.29
C -16.47 -7.75 25.49 -0.68
O -15.80 -7.28 24.34 -0.25
C -14.38 -7.34 24.38 -0.80
H -16.83 -5.20 26.06 0.36
H -18.60 -5.06 26.61 0.23
H -18.04 -4.14 25.34 0.19
H -18.42 -8.06 24.58 0.20
H -18.56 -7.70 26.34 0.29
H -16.27 -8.81 25.66 0.47
H -16.12 -7.27 26.40 0.38
H -14.01 -6.84 25.27 0.32
H -14.00 -6.81 23.51 0.26
H -14.03 -8.37 24.30 0.29
C -27.77 -3.52 23.92 -0.28
O -28.84 -2.62 24.22 -0.49
C -28.32 -1.38 24.57 1.26
C -29.52 -0.43 24.84 -0.91
O -30.44 -0.23 23.76 -0.33
C -29.97 0.63 22.69 -0.57
H -28.23 -4.29 23.30 0.50
H -27.30 -4.02 24.77 -0.21
H -26.98 -3.07 23.31 0.12
H -27.64 -0.99 23.81 -0.31
H -27.76 -1.55 25.49 -0.39
H -29.18 0.46 25.38 0.40
H -30.13 -0.99 25.55 0.33
H -29.84 1.68 22.96 0.30
H -30.67 0.55 21.86 0.27
H -29.03 0.29 22.25 0.14
C -21.79 -4.16 28.80 -0.71
O -22.68 -4.82 27.91 0.09
C -22.03 -5.82 27.08 -0.15
C -23.18 -6.36 26.10 -0.45
O -23.57 -5.41 25.14 0.19
C -24.73 -5.80 24.40 0.60
H -21.37 -4.91 29.47 0.35
H -22.35 -3.46 29.41 0.31
H -20.96 -3.61 28.35 -0.05
H -21.69 -6.65 27.71 0.52
H -21.23 -5.40 26.47 -0.41
H -24.09 -6.56 26.65 -0.26
H -22.91 -7.32 25.67 0.34
H -24.72 -5.34 23.41 -0.63
H -25.65 -5.39 24.81 -0.39
H -24.81 -6.87 24.21 0.40
C -27.10 -1.77 28.51 -0.71
O -25.76 -2.15 28.70 -0.43
C -25.27 -3.00 27.67 2.16
C -24.47 -2.25 26.58 -0.23
O -25.17 -1.20 25.92 -0.35
C -24.36 -0.47 25.12 -0.74
H -27.74 -2.62 28.29 0.21
H -27.22 -0.92 27.83 0.17
H -27.52 -1.42 29.45 0.33
H -26.10 -3.62 27.35 -0.44
H -24.60 -3.72 28.14 -0.78
H -24.00 -2.87 25.82 -0.17
H -23.63 -1.80 27.12 0.38
H -24.08 -0.91 24.16 0.14
H -23.42 -0.24 25.63 0.35
H -24.94 0.42 24.88 0.31
C -23.78 -2.77 21.90 0.36
O -24.31 -1.95 20.88 -0.45
C -24.69 -0.64 21.14 0.20
C -25.08 0.05 19.86 -0.78
O -24.09 0.12 18.81 -0.33
C -22.90 0.84 19.05 -0.64
H -23.67 -3.78 21.53 -0.20
H -24.50 -2.89 22.72 -0.32
H -22.86 -2.46 22.38 0.42
H -23.83 -0.05 21.44 0.21
H -25.46 -0.49 21.89 -0.06
H -25.48 1.06 20.02 0.39
H -25.89 -0.62 19.58 0.33
H -22.52 0.63 20.05 0.23
H -23.13 1.90 19.01 0.30
H -22.09 0.59 18.36 0.26
C -26.11 -2.81 32.97 -0.69
O -25.13 -3.32 33.88 -0.43
C -24.53 -4.49 33.41 -0.41
C -23.60 -4.24 32.17 0.31
O -22.41 -3.51 32.44 -0.39
C -21.35 -4.23 32.95 -0.66
H -25.72 -2.33 32.07 0.28
H -26.51 -1.91 33.44 0.37
H -27.00 -3.42 32.87 0.29
H -25.24 -5.31 33.33 0.35
H -23.92 -4.92 34.20 0.32
H -24.14 -3.63 31.44 -0.43
H -23.31 -5.14 31.62 0.40
H -20.64 -3.48 33.31 0.27
H -20.86 -4.82 32.18 0.22
H -21.64 -4.94 33.73 0.29
C -12.71 -2.14 27.28 -0.81
O -13.84 -1.85 26.51 -0.28
C -14.55 -0.75 27.03 -0.47
C -15.90 -0.55 26.22 -0.78
O -16.77 -1.65 26.32 -0.25
C -17.90 -1.50 27.17 -0.51
H -12.04 -2.87 26.84 0.26
H -12.99 -2.47 28.28 0.33
H -12.10 -1.26 27.51 0.32
H -13.98 0.18 27.00 0.42
H -14.81 -0.88 28.08 0.33
H -15.66 -0.56 25.16 0.31
H -16.39 0.40 26.44 0.45
H -18.38 -2.45 27.40 -0.03
H -18.63 -0.85 26.70 0.29
H -17.51 -1.09 28.11 0.42
```

Summary:
electronic energy	-90703.995	eV
HOMO level	-9.5	eV
relative energy (zero: lowest compared OMol25 entry of this formula, charge and spin)	0.000	eV
SMILES string	C[N+](=O)[O-].COCCOC.COCCOC.COCCOC.COCCOC.COCCOC.COCCOC.COCCOC.COCCOC.COCCOC.COCCOC
E_LUMO	0.4	eV

***

[2]
The following is a DFT calculation (ωB97M-V/def2-TZVPD) of a cluster of 17 separate species, C41H106N9O25 in total.

```
181
Properties=species:S:1:pos:R:3:mulliken_charge:R:1
C 2.76 1.56 -0.95 -1.34
C 1.60 0.90 -0.22 2.72
C 0.58 1.92 0.25 0.09
C -0.72 1.28 0.78 0.63
C -1.36 0.46 -0.33 0.29
C -0.51 -0.62 -1.04 1.96
N 0.87 -0.06 -1.30 1.23
O 1.70 -0.82 -2.21 -0.44
C -1.25 -0.85 -2.37 -0.03
C -0.38 -1.91 -0.21 0.69
C 2.11 0.08 0.99 -0.02
H 3.03 2.40 -0.32 -0.13
H 2.51 1.93 -1.95 0.19
H 3.65 0.95 -1.12 0.06
H 0.22 2.55 -0.57 -0.76
H 0.98 2.64 0.96 -0.43
H -1.43 2.05 1.09 -0.18
H -0.52 0.73 1.70 -0.92
H -1.84 1.18 -0.98 -0.86
H -2.26 0.08 0.15 0.22
H -1.30 -0.01 -3.06 0.36
H -2.29 -1.04 -2.10 -0.52
H -0.86 -1.77 -2.81 -0.87
H 0.07 -1.71 0.76 -0.23
H 0.10 -2.76 -0.71 -0.28
H -1.39 -2.25 0.02 -0.60
H 2.73 -0.74 0.63 -0.52
H 1.48 -0.31 1.78 -0.49
H 2.78 0.73 1.56 0.01
C 6.41 -0.66 0.23 0.14
C 7.42 -0.38 -0.84 -0.50
O 7.77 -1.51 -1.50 -0.53
O 5.25 -1.15 -0.49 -0.16
H 6.11 0.23 0.78 -0.32
H 6.69 -1.37 1.01 0.24
H 8.30 0.09 -0.39 0.40
H 7.01 0.40 -1.49 0.27
H 8.09 -2.18 -0.89 0.34
H 5.55 -1.71 -1.21 0.23
C 5.66 3.79 0.58 0.67
C 6.79 4.27 -0.36 -1.05
O 7.23 5.57 -0.16 -0.53
O 4.38 4.33 0.33 -0.37
H 6.00 4.17 1.54 0.31
H 5.59 2.71 0.66 -0.39
H 6.42 4.25 -1.38 0.33
H 7.64 3.59 -0.26 0.45
H 8.02 5.51 0.39 0.35
H 4.62 5.26 0.26 0.21
C -6.83 1.00 0.31 -0.40
C -6.11 0.04 -0.65 0.97
O -6.43 -1.24 -0.13 -0.48
O -8.22 0.89 0.30 -0.60
H -6.67 2.07 0.14 0.29
H -6.59 0.82 1.35 0.12
H -5.04 0.19 -0.63 -0.40
H -6.53 0.04 -1.65 -0.25
H -7.36 -1.19 0.08 0.22
H -8.51 0.05 0.66 0.40
C 4.06 -4.27 0.86 -0.67
C 2.97 -3.84 -0.06 0.56
O 3.49 -3.40 -1.34 -0.36
O 4.52 -3.05 1.39 -0.52
H 4.83 -4.90 0.42 0.28
H 3.68 -4.88 1.69 0.32
H 2.42 -2.98 0.33 -0.23
H 2.24 -4.61 -0.29 0.05
H 2.85 -3.55 -2.04 0.43
H 4.76 -2.43 0.70 0.20
C 1.52 0.16 -5.37 0.02
C 1.65 -1.37 -5.52 -0.53
O 0.57 -2.08 -4.91 -0.36
O 0.87 0.60 -6.57 -0.57
H 2.52 0.58 -5.24 0.33
H 1.02 0.52 -4.47 -0.14
H 2.51 -1.80 -5.01 0.29
H 1.71 -1.66 -6.56 0.49
H -0.18 -2.05 -5.51 0.21
H 1.02 1.55 -6.66 0.31
C 0.39 -5.90 -4.15 -0.79
C 0.49 -4.79 -3.15 0.42
O 1.68 -4.05 -3.33 -0.68
O 0.01 -5.35 -5.41 -0.59
H -0.32 -6.59 -3.68 0.38
H 1.36 -6.40 -4.22 0.31
H 0.56 -5.33 -2.20 0.14
H -0.39 -4.15 -3.11 -0.08
H 1.41 -3.30 -3.86 0.17
H 0.72 -4.79 -5.73 0.33
C -1.59 -6.66 0.45 -0.77
C -0.67 -5.62 1.15 -0.05
O -1.19 -4.31 1.22 0.23
O -1.51 -6.41 -1.00 -0.49
H -2.65 -6.50 0.64 0.32
H -1.26 -7.65 0.75 0.35
H 0.30 -5.62 0.67 -0.11
H -0.58 -5.87 2.21 0.40
H -1.74 -4.18 2.00 0.13
H -2.17 -5.74 -1.17 0.33
C 1.14 6.19 2.92 -0.98
C 1.11 5.42 1.57 0.61
O 1.32 6.29 0.44 -0.62
O -0.01 6.90 3.22 -0.56
H 1.97 6.89 2.99 0.56
H 1.39 5.50 3.73 0.29
H 0.13 5.00 1.35 0.09
H 1.93 4.70 1.58 0.04
H 2.26 6.46 0.39 0.35
H 0.08 7.73 2.75 0.35
O -0.04 -1.75 3.53 -0.16
C 0.61 -2.49 4.20 0.53
N 0.56 -3.76 3.97 -0.27
C 1.62 -1.99 5.21 -1.21
H 0.11 -3.86 3.07 0.09
H 1.10 -4.42 4.52 0.22
H 2.16 -2.75 5.77 0.44
H 1.11 -1.29 5.87 0.30
H 2.40 -1.43 4.69 0.17
O 1.00 2.41 3.44 -0.23
C -0.10 2.60 3.91 0.84
N -0.73 3.77 3.75 0.01
C -0.78 1.53 4.79 -1.49
H -0.31 4.47 3.15 -0.27
H -1.60 3.97 4.21 0.16
H -0.95 1.97 5.78 0.58
H -0.25 0.58 4.85 0.07
H -1.83 1.32 4.59 0.19
O -3.70 0.75 -3.37 -0.48
C -4.39 0.19 -4.22 0.59
N -3.81 -0.61 -5.16 -0.28
C -5.87 0.41 -4.21 -1.37
H -4.51 -1.00 -5.77 0.20
H -2.80 -0.72 -5.20 0.23
H -6.06 1.14 -3.42 0.24
H -6.43 -0.45 -3.84 0.35
H -6.18 0.75 -5.20 0.51
O -3.82 1.37 2.25 -0.37
C -4.22 2.50 2.07 0.41
N -4.90 3.15 2.98 -0.40
C -4.01 3.11 0.70 -0.87
H -5.49 3.95 2.81 0.20
H -4.98 2.69 3.88 0.26
H -4.83 3.81 0.54 0.65
H -4.00 2.35 -0.08 -0.17
H -3.10 3.71 0.76 0.21
O -3.48 -3.32 2.95 -0.81
C -3.86 -2.12 3.00 0.92
N -2.98 -1.23 3.21 0.30
C -5.28 -1.74 2.90 -0.55
H -1.98 -1.27 3.31 -0.24
H -3.43 -0.33 3.16 0.08
H -5.88 -2.44 2.32 0.23
H -5.46 -0.73 2.54 -0.23
H -5.65 -1.71 3.92 0.43
O 0.30 2.95 -2.93 -0.57
C -0.70 3.69 -2.76 1.10
N -1.91 3.16 -2.78 0.12
C -0.73 5.22 -2.60 -1.54
H -2.66 3.82 -2.64 0.15
H -2.14 2.18 -2.87 -0.24
H -1.03 5.52 -1.59 0.30
H -1.48 5.56 -3.31 0.50
H 0.23 5.61 -2.94 0.32
O 5.77 4.04 4.74 -0.68
C 4.73 3.41 4.48 0.52
N 3.47 3.82 4.66 -0.22
C 5.01 2.06 3.84 -0.25
H 3.31 4.67 5.17 0.22
H 2.72 3.40 4.13 0.16
H 4.25 1.34 4.11 0.15
H 5.95 1.61 4.16 0.38
H 5.02 2.24 2.76 -0.22
O -2.95 -4.13 -1.93 -0.69
C -3.94 -3.43 -1.68 0.88
N -4.07 -3.11 -0.45 0.22
C -5.01 -3.00 -2.68 -0.80
H -3.38 -3.45 0.20 -0.30
H -4.82 -2.53 -0.08 -0.02
H -5.42 -2.01 -2.50 -0.21
H -5.81 -3.73 -2.81 0.43
H -4.59 -2.84 -3.68 0.30
```

Summary:
electronic energy	-108831.401	eV
spin multiplicity	2
HOMO level (spin up / spin down)	-7.3 / -8.2	eV
E_LUMO (spin up / spin down)	-0.2 / -0.2	eV